Entry 1:
Here is a gas-phase ion, C2H6NO3P2 (charge +1) from the Open Molecules 2025 dataset. Energies are from ωB97M-V/def2-TZVPD.

```
14
Properties=species:S:1:pos:R:3
P -1.63664 -0.46928 -0.42544
P 0.92242 1.16354 -0.30169
O -0.55804 1.05357 -0.47593
O -1.29525 -1.05067 0.82143
O 3.46254 0.15099 0.32185
N -3.20648 0.75210 0.24635
C 1.46329 -0.51015 -0.42710
C 2.72622 -0.85303 -0.18545
H 0.77365 -1.36384 -0.84407
H -3.44607 1.32590 -0.51535
H 3.18790 -1.71924 -0.47075
H -2.68498 1.29245 1.03687
H 4.37376 -0.13537 0.44568
H -4.08233 0.36305 0.77361
```

Properties
- E_HOMO: -13.60 eV
- E_LUMO: -0.1998 Ha
- Energy above the lowest of the compared OMol25 structures with the same formula, charge and spin: 0.106 eV
- M: 154.0 g/mol
- Total charge: +1

Just the natural (NBO) charges please, in e? Sure, here they are:
1 P 1.57
2 P 1.48
3 O -1.09
4 O -1.07
5 O -0.63
6 N -1.04
7 C -0.83
8 C 0.32
9 H 0.27
10 H 0.41
11 H 0.21
12 H 0.43
13 H 0.51
14 H 0.45

***

Entry 2:
Here is a molecular structure, C2H6NO3S3 from the Open Molecules 2025 dataset. Energies are from ωB97M-V/def2-TZVPD.

```
15
Properties=species:S:1:pos:R:3
S -1.79561 0.42793 0.88284
S -0.76463 -1.75987 -1.01021
S -0.67224 -0.08015 -2.28572
O 0.12243 -0.29377 -3.44562
O 0.17446 0.57974 -1.10357
O -1.94078 0.48357 -2.31302
N 1.32969 0.71511 1.44647
C 0.77788 -0.62699 1.04314
C -0.38406 -0.36830 0.03849
H 1.50144 -1.14504 0.52666
H 0.31611 -1.19758 1.92811
H 0.57534 1.12583 2.15740
H 1.32080 1.18236 0.53073
H -2.86532 0.30620 -0.04241
H 2.30451 0.65097 1.64670
```

Properties
- E_HOMO: -13.85 eV
- E_LUMO: -0.1557 Ha
- Energy above the lowest of the compared OMol25 structures with the same formula, charge and spin: 0.763 eV
- M: 188.3 g/mol
- Total charge: +1

Just the natural (NBO) charges please, in e? Sure, here they are:
1 S -0.01
2 S 0.09
3 S 2.26
4 O -0.82
5 O -0.76
6 O -0.87
7 N -0.70
8 C -0.28
9 C -0.09
10 H 0.25
11 H 0.27
12 H 0.49
13 H 0.46
14 H 0.24
15 H 0.46

***

Entry 3:
Here is 3 unconnected molecules or ions with the total composition C2H6NO4P from the Open Molecules 2025 dataset. Energies are from ωB97M-V/def2-TZVPD.

```
14
Properties=species:S:1:pos:R:3
P -3.06944 -0.88767 2.06624
O -0.28813 0.39479 -0.52955
O -3.53327 0.42457 1.51941
O -2.60036 -1.03934 3.44912
O -3.13375 -2.10790 1.20484
N 0.02513 0.26863 0.85130
C 1.19804 0.02950 1.13833
C -1.57602 0.09325 -0.80594
H 2.15294 0.09061 0.49767
H 1.32065 -0.01505 2.14680
H -2.16702 1.07427 -1.08668
H 4.92171 -0.82485 -0.77958
H -2.04472 -0.45889 0.15818
H -1.70130 -0.59439 -1.69761
```

Properties
- E_HOMO: 1.38 eV
- E_LUMO: 0.2227 Ha
- Energy above the lowest of the compared OMol25 structures with the same formula, charge and spin: 5.322 eV
- M: 139.0 g/mol
- Total charge: -2

Just the natural (NBO) charges please, in e? Sure, here they are:
1 P 2.41
2 O -0.44
3 O -1.13
4 O -1.13
5 O -1.13
6 N -0.13
7 C -0.15
8 C -0.25
9 H 0.21
10 H 0.17
11 H 0.14
12 H -0.95
13 H 0.22
14 H 0.16